Entry 1:
{
  "formula": "C20H27BF2N3O5",
  "method": "ωB97M-V/def2-TZVPD",
  "symbols": ["F", "F", "O", "O", "O", "O", "O", "N", "N", "N", "C", "C", "C", "C", "C", "C", "C", "C", "C", "C", "C", "C", "C", "C", "C", "C", "C", "C", "C", "C", "B", "H", "H", "H", "H", "H", "H", "H", "H", "H", "H", "H", "H", "H", "H", "H", "H", "H", "H", "H", "H", "H", "H", "H", "H", "H", "H", "H"],
  "xyz": [[-3.810, -3.807, -7.048], [1.823, 0.336, 3.106], [-2.617, -1.754, -1.865], [-2.991, -0.921, 0.324], [-0.755, -0.924, -0.619], [2.374, 3.846, -0.272], [1.447, 4.831, 1.553], [-2.400, -0.177, 1.327], [-3.276, 1.848, 0.467], [-2.065, 1.939, 2.299], [-1.415, 2.986, 1.440], [-0.813, 4.166, 2.145], [1.397, -1.792, 2.182], [-2.567, -3.519, -5.078], [-1.361, -3.648, -4.403], [2.119, -0.989, 3.041], [-1.553, -4.458, -7.055], [-2.584, 1.110, 1.353], [1.704, -3.143, 2.111], [3.982, 2.896, 2.237], [2.532, 2.657, 1.788], [3.132, -1.488, 3.831], [0.093, 4.918, 1.154], [-2.544, 3.177, 0.425], [2.714, -3.668, 2.902], [2.117, 3.807, 0.922], [-0.349, -4.576, -6.375], [-0.252, -4.174, -5.051], [-2.642, -3.928, -6.394], [3.425, -2.841, 3.762], [-2.103, -1.191, -0.748], [0.514, -4.984, -6.883], [-2.109, 3.277, -0.563], [2.951, -4.722, 2.849], [1.908, 2.629, 2.675], [2.421, 1.716, 1.274], [-1.861, -0.634, 2.048], [4.099, 3.930, 2.534], [-3.314, 1.493, -0.477], [0.612, -1.360, 1.572], [4.637, 2.721, 1.390], [4.211, -3.251, 4.380], [0.687, -4.272, -4.523], [-2.525, -1.181, -2.629], [4.284, 2.205, 3.011], [-1.651, -4.773, -8.085], [-3.246, 3.990, 0.545], [-0.175, 3.763, 2.922], [3.678, -0.826, 4.489], [-1.551, 4.828, 2.579], [-0.621, 2.439, 0.919], [-1.289, -3.340, -3.370], [-0.480, -0.135, -1.087], [1.155, -3.785, 1.436], [0.012, 4.480, 0.160], [-1.453, 1.432, 2.931], [-3.444, -3.108, -4.594], [-0.212, 5.948, 1.038]],
  "orbital_gap_ev": 7.683,
  "homo_ev": -11.1,
  "total_charge": 1
}

***

Entry 2:
{
  "formula": "C44H58FN3O9RuSSe",
  "method": "ωB97M-V/def2-TZVPD",
  "symbols": ["Ru", "Se", "S", "F", "O", "O", "O", "O", "O", "O", "O", "O", "O", "N", "N", "N", "C", "C", "C", "C", "C", "C", "C", "C", "C", "C", "C", "C", "C", "C", "C", "C", "C", "C", "C", "C", "C", "C", "C", "C", "C", "C", "C", "C", "C", "C", "C", "C", "C", "C", "C", "C", "C", "C", "C", "C", "C", "C", "C", "C", "H", "H", "H", "H", "H", "H", "H", "H", "H", "H", "H", "H", "H", "H", "H", "H", "H", "H", "H", "H", "H", "H", "H", "H", "H", "H", "H", "H", "H", "H", "H", "H", "H", "H", "H", "H", "H", "H", "H", "H", "H", "H", "H", "H", "H", "H", "H", "H", "H", "H", "H", "H", "H", "H", "H", "H", "H", "H"],
  "xyz": [[0.981, -0.848, 0.734], [1.081, -0.482, 3.448], [1.043, -3.551, 0.150], [-1.589, -3.784, -4.439], [-0.867, -0.843, 1.157], [4.721, 0.042, -0.678], [0.606, -0.431, -1.496], [1.252, -2.739, 1.491], [2.094, -3.047, -0.754], [2.885, -0.546, 0.412], [0.955, 1.137, 0.856], [-0.257, -3.042, -0.333], [1.103, -4.956, 0.436], [3.359, -1.386, -4.254], [-0.234, -4.342, -9.164], [0.089, -3.984, -6.731], [-0.413, -3.107, -4.462], [-1.285, -4.421, -6.952], [-5.225, -0.707, 1.286], [1.800, 4.542, 5.346], [-1.511, -0.639, 2.324], [1.501, 2.210, 4.328], [-3.535, -0.340, 3.540], [4.111, -0.373, -6.388], [-2.854, -0.143, 4.748], [1.210, 1.896, 1.921], [1.161, -1.708, -3.360], [0.673, 5.584, 5.325], [-3.642, 0.155, 6.024], [1.511, -0.902, -2.197], [1.022, -5.009, -7.181], [-3.721, -0.828, 1.038], [1.677, -2.622, -5.522], [0.070, 3.642, -0.403], [3.576, -0.356, -0.685], [-0.826, -0.470, 3.513], [1.753, 3.817, 6.690], [1.070, -4.953, -8.714], [-4.497, 1.411, 5.813], [-1.368, -4.959, -8.393], [-2.721, 0.399, 7.219], [4.330, -1.453, -5.339], [3.740, -0.880, -3.046], [2.078, -1.900, -4.395], [0.439, -3.248, -5.560], [2.556, 3.269, -0.471], [-3.345, 0.214, -0.029], [1.622, 3.577, 4.174], [2.917, -0.682, -1.996], [-3.436, -2.243, 0.514], [1.303, 1.395, 3.216], [-1.475, -0.231, 4.718], [-4.556, -1.033, 6.350], [1.579, 4.070, 2.863], [3.152, 5.258, 5.226], [1.402, 3.895, 0.324], [-0.080, -2.330, -3.389], [-2.918, -0.594, 2.324], [1.618, 5.409, 0.357], [1.389, 3.290, 1.735], [-5.749, -0.883, 0.344], [-4.042, -2.429, -0.380], [-5.280, -1.210, 5.551], [-0.357, -4.413, -10.172], [-3.707, -2.989, 1.266], [0.806, 3.288, 6.828], [-5.111, -0.845, 7.273], [-2.388, -2.384, 0.257], [-0.761, 4.082, 0.155], [-5.507, 0.287, 1.643], [1.553, 1.748, 5.305], [3.971, 4.536, 5.225], [2.331, -2.693, -6.380], [0.710, -6.004, -6.841], [-5.048, 1.651, 6.727], [-0.128, 2.581, -0.530], [4.793, -0.659, -2.926], [-0.881, -0.106, 5.613], [1.853, 4.542, 7.500], [1.149, -5.937, -9.171], [2.566, 3.094, 6.789], [4.848, -0.464, -7.188], [-3.322, 0.631, 8.101], [-1.225, -6.035, -8.453], [4.212, 0.615, -5.939], [-2.307, -4.700, -8.875], [1.607, 5.787, -0.668], [-0.194, -3.355, -8.894], [-2.116, -0.480, 7.451], [-3.869, 2.267, 5.554], [1.866, -4.312, -9.088], [-0.303, 5.097, 5.392], [-1.950, -3.568, -6.833], [3.114, -0.440, -6.826], [-3.526, 1.228, 0.339], [2.014, -4.834, -6.782], [-2.300, 0.136, -0.322], [2.581, 5.679, 0.797], [3.215, 5.837, 4.303], [0.775, 6.271, 6.169], [-5.223, 1.274, 5.009], [1.705, 5.137, 2.724], [2.452, 2.189, -0.534], [5.314, -1.347, -4.887], [3.298, 5.944, 6.065], [-4.615, -0.290, 3.558], [-2.047, 1.241, 7.041], [0.689, 6.175, 4.407], [-3.971, -1.946, 6.480], [3.516, 3.487, 0.002], [0.828, 5.923, 0.910], [-3.965, 0.059, -0.918], [-0.729, -2.256, -2.521], [0.103, 4.115, -1.389], [-5.582, -1.448, 2.006], [4.301, -2.449, -5.783], [-1.617, -5.203, -6.265], [2.575, 3.676, -1.488]],
  "orbital_gap_ev": [5.128, 4.960],
  "relative_energy_ev": 1.6844,
  "homo_ev": [-6.9, -6.8],
  "spin_multiplicity": 5
}

***

Entry 3:
{
  "formula": "C4H6O2",
  "method": "ωB97M-V/def2-TZVPD",
  "symbols": ["O", "O", "C", "C", "C", "C", "H", "H", "H", "H", "H", "H"],
  "xyz": [[-1.008, -0.918, 1.943], [0.899, 1.515, 0.164], [0.672, 0.359, 0.952], [-0.664, -0.321, 0.944], [-1.445, -0.360, -0.355], [1.492, 0.305, -0.268], [1.143, 0.379, 1.937], [-1.227, 0.491, -1.012], [1.087, -0.066, -1.212], [-1.167, -1.284, -0.884], [2.568, 0.187, -0.162], [-2.516, -0.407, -0.142]],
  "orbital_gap_ev": 10.829,
  "relative_energy_ev": 1.7297,
  "smiles": "CC(=O)[C@H]1CO1",
  "homo_ev": -9.9
}

***

Entry 4:
{
  "formula": "C22H43F6NO9",
  "method": "ωB97M-V/def2-TZVPD",
  "symbols": ["F", "F", "F", "F", "F", "F", "O", "O", "O", "O", "O", "O", "O", "O", "O", "N", "C", "C", "C", "C", "C", "C", "C", "C", "C", "C", "C", "C", "C", "C", "C", "C", "C", "C", "C", "C", "C", "C", "H", "H", "H", "H", "H", "H", "H", "H", "H", "H", "H", "H", "H", "H", "H", "H", "H", "H", "H", "H", "H", "H", "H", "H", "H", "H", "H", "H", "H", "H", "H", "H", "H", "H", "H", "H", "H", "H", "H", "H", "H", "H", "H"],
  "xyz": [[-1.980, 2.483, 4.597], [0.515, 0.454, 6.032], [-1.595, -0.982, 5.206], [-2.237, 1.323, 6.456], [-0.804, 0.144, 3.474], [-0.020, 2.460, 6.809], [-2.686, -0.256, 1.563], [0.488, 3.469, 4.139], [-4.733, -0.769, 2.299], [4.514, -0.836, 4.108], [1.145, 2.294, -0.078], [-4.094, 0.388, 4.653], [3.327, -1.812, -3.807], [-5.099, -1.170, -5.656], [1.954, 1.823, 4.395], [-3.022, 1.972, -3.887], [-1.972, 1.644, -2.928], [3.135, -1.894, 5.793], [-1.524, 1.408, 5.313], [1.978, 1.187, -0.439], [-2.112, 0.237, -0.752], [3.893, -2.415, -2.642], [-6.364, -0.308, -7.543], [-1.760, 0.139, 4.447], [2.490, 1.343, -1.860], [4.528, -1.423, 5.408], [-2.534, 1.516, -1.499], [4.723, -3.633, -3.017], [3.113, 1.027, 0.557], [0.918, 2.322, 4.665], [-0.025, 1.648, 5.705], [5.094, -0.449, 6.430], [-3.620, -0.386, 2.481], [-3.180, -0.299, 0.196], [-3.963, 0.359, -7.156], [-5.280, -0.040, -6.511], [2.802, -2.760, -1.639], [-3.222, 0.095, 3.904], [5.195, -2.282, 5.321], [-7.298, -0.582, -7.054], [3.925, -0.072, 4.139], [3.088, 0.482, -2.163], [3.733, 0.162, 0.319], [2.228, -1.870, -1.379], [3.749, 1.917, 0.548], [-6.068, -1.135, -8.194], [4.546, -1.652, -2.214], [6.093, -0.125, 6.137], [2.719, 0.906, 1.562], [-3.614, 1.178, -4.095], [5.501, -3.360, -3.730], [3.109, 2.241, -1.948], [-2.216, 2.384, -0.912], [-3.588, -0.442, -7.799], [-1.844, -0.538, -1.479], [3.128, -2.382, 6.768], [4.089, -4.392, -3.483], [-2.657, 2.362, -4.744], [3.221, -3.183, -0.725], [1.693, 3.086, -0.117], [-3.211, 0.544, -6.388], [2.747, -2.591, 5.050], [-0.088, 3.952, 4.753], [5.194, -4.076, -2.139], [-3.625, 1.579, -1.572], [-6.541, 0.569, -8.167], [2.112, -3.491, -2.070], [2.740, -2.461, -4.212], [-1.241, 2.456, -2.961], [1.659, 1.444, -2.560], [-1.198, 0.457, -0.190], [-3.452, -1.329, -0.043], [-4.094, 0.297, 0.154], [1.325, 0.312, -0.386], [5.150, -0.901, 7.421], [-5.610, 0.758, -5.843], [2.455, -1.040, 5.834], [-4.807, -1.908, -6.202], [-4.073, 1.258, -7.763], [4.457, 0.438, 6.494], [-1.422, 0.726, -3.185]],
  "orbital_gap_ev": 8.552,
  "smiles": "NCCCCOC(=O)C(=O)C(F)(F)C(F)(F)C(F)(F)C(=O)O.CC(C)O.CC(C)O.CC(C)O.CC(C)O",
  "homo_ev": -9.2
}

***

Entry 5:
{
  "formula": "C6H12N2",
  "method": "ωB97M-V/def2-TZVPD",
  "symbols": ["N", "N", "C", "C", "C", "C", "C", "C", "H", "H", "H", "H", "H", "H", "H", "H", "H", "H", "H", "H"],
  "xyz": [[-0.981, -0.047, 0.738], [2.252, -0.369, -0.281], [-1.362, 1.084, 1.431], [0.931, -1.300, -2.096], [2.034, -1.233, -1.362], [2.162, 0.877, -0.462], [-1.564, -1.325, 1.094], [-1.271, 2.340, 0.992], [-1.682, 0.916, 2.455], [-1.492, -1.471, 2.170], [-2.616, -1.425, 0.798], [0.088, -0.634, -1.955], [0.823, -2.050, -2.867], [-0.912, 0.112, -0.256], [1.933, 1.296, -1.446], [2.843, -1.929, -1.555], [-0.969, 2.578, -0.023], [-1.006, -2.123, 0.607], [2.316, 1.530, 0.391], [-1.527, 3.174, 1.627]],
  "orbital_gap_ev": 9.007,
  "relative_energy_ev": 2.4524,
  "smiles": "C=CN=C.C=CNC",
  "homo_ev": -8.0
}

***

Entry 6:
{
  "formula": "C27H27F3N2O2S",
  "method": "ωB97M-V/def2-TZVPD",
  "symbols": ["S", "F", "F", "F", "O", "O", "N", "N", "C", "C", "C", "C", "C", "C", "C", "C", "C", "C", "C", "C", "C", "C", "C", "C", "C", "C", "C", "C", "C", "C", "C", "C", "C", "C", "C", "H", "H", "H", "H", "H", "H", "H", "H", "H", "H", "H", "H", "H", "H", "H", "H", "H", "H", "H", "H", "H", "H", "H", "H", "H", "H", "H"],
  "xyz": [[-0.737, -2.632, 1.861], [-2.856, -1.011, 1.503], [-3.331, -3.156, 1.540], [-2.897, -2.079, 3.412], [-0.632, -3.392, 0.621], [-0.417, -3.242, 3.140], [-4.943, -1.536, -2.529], [3.436, 4.038, -0.303], [-3.418, -3.342, -2.609], [4.526, 1.972, 0.070], [-2.147, 0.412, -1.104], [3.096, 1.800, -0.297], [1.195, 3.164, -0.981], [1.746, 0.154, 3.152], [2.249, -2.082, 2.396], [3.057, 0.286, 3.627], [-2.771, -2.082, -2.138], [0.097, -0.980, 1.558], [0.916, 0.747, -0.555], [2.317, 0.661, -0.313], [3.188, 5.456, -0.312], [3.571, -1.951, 2.834], [2.529, 3.065, -0.562], [-2.573, -2.203, 2.108], [0.454, 1.998, -1.080], [3.973, -0.764, 3.461], [0.112, -0.449, -0.366], [-6.176, -0.802, -2.601], [-3.408, 0.211, -1.622], [-4.900, -2.947, -2.845], [1.359, -0.980, 2.404], [-3.735, -1.047, -2.132], [4.722, 3.512, 0.111], [-1.172, -0.627, -1.031], [-1.502, -1.857, -1.667], [2.130, 5.662, -0.504], [-5.585, -3.517, -2.196], [-1.916, 1.404, -0.679], [2.777, -0.314, -0.125], [4.750, 1.519, 1.041], [-0.745, -2.645, -1.747], [5.512, 3.848, -0.579], [-0.666, -0.303, 2.123], [1.014, 0.951, 3.310], [-5.210, -3.113, -3.887], [0.730, -1.380, -0.380], [-0.503, 2.089, -1.608], [5.204, 1.537, -0.673], [3.779, 5.960, -1.091], [4.284, -2.769, 2.695], [3.462, 5.917, 0.651], [1.955, -3.048, 1.979], [-4.159, 1.005, -1.633], [-5.997, 0.270, -2.472], [-2.970, -3.731, -3.529], [0.801, 4.142, -1.261], [-3.364, -4.129, -1.850], [4.997, -0.653, 3.822], [3.355, 1.217, 4.129], [-6.894, -1.129, -1.828], [4.982, 3.860, 1.123], [-6.653, -0.966, -3.579]],
  "orbital_gap_ev": 7.385,
  "relative_energy_ev": 0.0000,
  "homo_ev": -7.1
}

***

Entry 7:
{
  "formula": "C2H4N4",
  "method": "ωB97M-V/def2-TZVPD",
  "symbols": ["N", "N", "N", "N", "C", "C", "H", "H", "H", "H"],
  "xyz": [[-1.667, 0.449, 1.049], [-0.931, 0.250, -0.049], [-1.603, -0.208, -1.036], [-2.827, -0.362, -0.633], [-2.836, -0.046, 0.650], [1.148, 0.520, 0.030], [1.166, -0.079, -0.809], [-3.666, -0.168, 1.184], [1.082, 0.094, 0.953], [1.506, 1.602, -0.058]],
  "orbital_gap_ev": 9.152,
  "relative_energy_ev": 4.3840,
  "homo_ev": -10.3
}

***

Entry 8:
{
  "formula": "C20H52BF3O7Si2",
  "method": "ωB97M-V/def2-TZVPD",
  "symbols": ["Si", "Si", "F", "F", "F", "O", "O", "O", "O", "O", "O", "O", "C", "C", "C", "C", "C", "C", "C", "C", "C", "C", "C", "C", "C", "C", "C", "C", "C", "C", "C", "C", "B", "H", "H", "H", "H", "H", "H", "H", "H", "H", "H", "H", "H", "H", "H", "H", "H", "H", "H", "H", "H", "H", "H", "H", "H", "H", "H", "H", "H", "H", "H", "H", "H", "H", "H", "H", "H", "H", "H", "H", "H", "H", "H", "H", "H", "H", "H", "H", "H", "H", "H", "H", "H"],
  "xyz": [[-1.178, 3.187, 0.026], [-1.784, 0.815, 1.671], [-2.206, -1.729, -0.007], [-2.259, 1.249, 3.126], [-3.106, 0.800, 0.793], [2.856, -1.648, -0.717], [0.263, 5.768, 0.406], [-0.787, 1.951, 1.077], [1.081, -1.246, -5.273], [1.655, 4.080, -0.496], [-0.461, 7.540, 3.910], [-2.454, -6.171, 1.991], [-4.047, -7.201, 0.417], [-0.487, 7.332, 6.367], [1.243, -0.213, -7.506], [-0.470, -3.115, 0.807], [-3.405, -5.388, 2.689], [3.136, -1.799, -2.098], [-0.916, -1.689, 0.545], [-4.039, -6.089, 3.878], [1.682, -3.514, -6.031], [-2.930, -7.381, 1.430], [1.910, -0.547, -6.183], [0.594, -2.504, -5.707], [3.442, 0.743, -0.566], [-1.221, 7.173, 5.047], [-0.934, -0.819, 1.793], [3.612, -0.668, -0.027], [0.536, 5.320, 3.524], [-0.812, 6.528, -0.153], [4.570, -2.198, -2.402], [0.739, 6.812, 3.703], [0.413, 4.483, -0.045], [4.691, -2.342, -3.477], [-1.479, 2.619, -1.312], [-1.396, -1.378, 2.612], [3.798, 0.834, -1.593], [0.617, -3.182, 0.780], [-0.145, 5.141, 2.695], [-3.241, -8.077, 2.219], [2.330, -3.670, -5.166], [5.285, -1.438, -2.086], [-2.089, 7.832, 5.026], [2.179, 0.374, -5.663], [0.337, 0.372, -7.341], [2.844, -1.096, -6.357], [1.231, -4.468, -6.303], [1.454, 7.008, 4.511], [-0.863, -3.486, 1.754], [-2.849, -4.514, 3.032], [-0.080, -2.384, -6.562], [-0.249, -1.254, -0.206], [1.167, 7.231, 2.792], [-2.060, -7.824, 0.945], [2.866, -0.890, -2.647], [1.491, 4.839, 3.308], [-1.013, 6.256, -1.191], [-0.148, 8.361, 6.495], [4.010, 1.444, 0.046], [-0.509, 7.573, -0.135], [-4.180, -5.020, 2.006], [-4.718, -5.406, 4.390], [-4.616, -6.965, 3.577], [2.458, -2.581, -2.441], [2.392, 1.039, -0.546], [-1.721, 6.416, 0.441], [0.968, -1.109, -8.063], [-3.726, -6.544, -0.393], [3.254, -0.712, 1.002], [0.384, 6.679, 6.433], [-4.320, -8.168, -0.007], [0.104, -0.620, 2.076], [4.824, -3.130, -1.895], [2.307, -3.193, -6.865], [1.925, 0.367, -8.128], [-1.154, 7.079, 7.193], [0.120, 4.843, 4.413], [-2.383, 3.869, 0.553], [-1.599, 6.148, 4.946], [-0.888, -3.742, 0.019], [-0.011, -2.868, -4.876], [-4.943, -6.770, 0.865], [-3.274, -6.416, 4.583], [1.710, 4.006, -1.448], [4.672, -0.943, -0.005]],
  "orbital_gap_ev": 9.851,
  "homo_ev": -9.5
}

***

Entry 9:
{
  "formula": "CH8O2S2",
  "method": "ωB97M-V/def2-TZVPD",
  "symbols": ["S", "S", "O", "O", "C", "H", "H", "H", "H", "H", "H", "H", "H"],
  "xyz": [[0.609, -1.281, -1.361], [-1.413, -0.832, -1.705], [-0.464, 1.577, 1.116], [-0.666, -1.323, 1.702], [1.123, 0.506, -1.272], [1.140, 1.017, -0.321], [-0.384, -1.674, 0.883], [0.132, 1.710, 1.904], [2.150, 0.290, -1.578], [-0.087, -1.745, 2.380], [0.618, 1.136, -2.033], [-0.634, 0.674, 1.129], [-2.124, -0.055, -0.844]],
  "orbital_gap_ev": 8.935,
  "relative_energy_ev": 1.0997,
  "smiles": "CSS.O.O",
  "homo_ev": -8.9
}

***

Computed maximum force, in the same sequence as the records: 2.456; 0.947; 0.592; 0.778; 0.382; 3.605; 4.871; 0.743; 3.664 eV/A.